Entry from the Open Molecules 2025 dataset: a structure of composition C42H48BCsN16O4S3 (ωB97M-V with the def2-TZVPD basis set).

Positions of all 115 atoms, in Å:
Cs -0.08481 -0.17445 0.67429
C -3.38730 -0.90404 2.74968
C -2.30284 -1.21164 3.73307
C -2.38522 -1.95626 4.92718
C -1.09519 -1.98280 5.41604
C -0.56337 -2.67009 6.63182
N -0.31937 -1.27764 4.56465
N -1.05790 -0.81024 3.53043
B 1.22360 -1.19430 4.57746
N 1.84296 -2.32316 3.73910
N 1.43839 -2.57828 2.47061
C 2.19672 -3.56298 2.02262
C 2.00921 -4.10925 0.64556
C 3.12335 -3.95869 3.00982
C 2.86253 -3.13799 4.08709
C 3.55310 -3.08373 5.41163
N 1.73010 0.18492 4.07691
N 2.12655 0.39521 2.80275
C 2.58630 1.63547 2.74594
C 3.11633 2.18094 1.45553
C 2.48205 2.25596 4.00521
C 1.92762 1.28930 4.82443
C 1.54941 1.35994 6.26759
H -4.33056 -0.70157 3.25876
H -3.57069 -1.72178 2.05126
H -3.12957 -0.02201 2.16283
H -3.25703 -2.41993 5.36131
H -1.38636 -3.13820 7.17225
H -0.05653 -1.97319 7.30204
H 0.15680 -3.44643 6.36258
H 1.58888 -1.32640 5.72100
H 1.71558 -3.33283 -0.06076
H 1.22729 -4.87146 0.61874
H 2.92472 -4.56788 0.26943
H 3.87722 -4.72795 2.94399
H 4.33384 -3.84448 5.44076
H 2.86268 -3.26432 6.23801
H 4.01451 -2.10889 5.58275
H 2.42321 1.99680 0.63159
H 4.06433 1.70731 1.19404
H 3.27914 3.25761 1.52305
H 2.75487 3.26340 4.27832
H 1.69844 2.37376 6.63946
H 2.14810 0.67478 6.87186
H 0.50161 1.08707 6.40970
C 4.11971 2.66894 -2.65176
C 3.41120 1.34634 -2.56113
N 2.15335 1.18316 -2.70797
N 1.38824 2.24812 -3.11884
C 0.26025 2.31906 -2.42777
O -0.00235 1.68420 -1.37699
C -0.79084 3.24346 -2.98586
C -2.11039 3.06190 -2.58123
C -3.12600 3.83443 -3.12552
C -2.82766 4.82165 -4.05608
C -1.51027 5.01716 -4.45312
C -0.49903 4.22310 -3.93037
C 4.17181 0.11944 -2.19973
C 5.29242 0.19095 -1.37291
C 5.87609 -0.98215 -0.92569
C 5.33962 -2.19370 -1.32844
C 4.25524 -2.17002 -2.19473
N 3.69204 -1.04985 -2.63528
H 3.45928 3.38991 -3.12705
H 5.05145 2.57994 -3.21531
H 4.36789 3.04429 -1.65368
H -2.32636 2.27314 -1.87031
H -4.15250 3.64173 -2.83873
H -3.61974 5.42690 -4.48339
H -1.27335 5.78208 -5.18433
H 0.52757 4.34195 -4.25143
H 5.66903 1.15269 -1.05183
H 6.72177 -0.94908 -0.24927
H 5.73528 -3.13671 -0.97594
H 3.80574 -3.09983 -2.53305
C 1.11948 -0.65840 -5.44319
C 1.46245 -2.04605 -5.05958
N 1.96199 -2.92003 -5.87581
N 2.11090 -4.03727 -5.10117
C 1.72730 -3.88115 -3.82158
S 1.80036 -5.04587 -2.62812
N 1.29867 -2.58235 -3.79815
N 0.86669 -1.92163 -2.64678
H 1.39019 -0.52454 -6.48825
H 1.65108 0.06110 -4.82242
H 0.05102 -0.48065 -5.32579
H 2.46485 -4.89500 -5.47797
H -0.14962 -1.90420 -2.61276
H 1.24822 -0.97285 -2.65772
N -6.20067 4.51574 -0.29334
C -6.04932 3.11871 -0.42402
C -6.89592 2.38844 -1.25287
C -6.74982 1.01311 -1.37105
C -5.77186 0.35199 -0.64759
C -4.92758 1.07552 0.18299
C -5.06209 2.44790 0.29648
S -5.51734 -1.40980 -0.82764
O -5.85360 -2.01395 0.43973
O -6.32686 -1.79171 -1.97249
N -3.96143 -1.55664 -1.04674
C -3.38710 -1.00715 -2.13674
S -4.22866 -0.60455 -3.65252
C -2.75812 0.04456 -4.28618
C -1.78257 -0.07170 -3.36154
N -2.10723 -0.68930 -2.17986
H -6.58067 4.94172 -1.12582
H -5.33594 4.97360 -0.04133
H -7.66105 2.90388 -1.82472
H -7.38147 0.44113 -2.03792
H -4.14398 0.55680 0.71842
H -4.38713 3.00797 0.93516
H -2.70224 0.52198 -5.25124
H -0.77939 0.31486 -3.47251
O -0.76201 4.05739 1.06486
C -1.16170 3.00553 1.05313

- energy (eV) = -110100.640
- LUMO energy (eV) = 3.607
- HOMO-LUMO gap (eV) = 6.5361
- energy above the lowest of the compared OMol25 structures with the same formula, charge and spin (kcal/mol) = 0.0
- net charge = -2


Entry from the Open Molecules 2025 dataset: a structure of composition C42H48NO3P2RuS (ωB97M-V with the def2-TZVPD basis set).

Positions of all 98 atoms, in Å:
Ru -0.18212 1.82244 -0.30332
C -0.89016 4.44588 1.73279
C -1.09384 4.86580 0.27849
C -1.29059 6.36441 0.13728
O 0.03277 4.43718 -0.50625
C -2.32074 4.08622 -0.28722
O -3.43103 4.58454 -0.16154
O -2.04310 2.94998 -0.81067
H -0.08308 5.01893 2.19809
H -0.62088 3.38366 1.77231
H -1.80630 4.59728 2.30190
H -0.52525 6.91407 0.69296
H -2.27578 6.64021 0.50623
H -1.23147 6.63527 -0.91717
H 0.80388 4.92623 -0.19767
C -0.93233 -6.65069 -1.28907
S -1.66416 -5.35537 -2.31926
C -2.78964 -4.61502 -1.09363
C -2.15026 -3.54344 -0.21442
C -1.74966 -2.30738 -1.01966
N -1.24406 -1.22043 -0.17178
P -2.16394 0.25573 0.02425
C -3.88395 -0.39548 -0.04142
C -4.64256 -0.15593 -1.18269
C -5.91992 -0.68688 -1.29691
C -6.44643 -1.44900 -0.26533
C -5.70408 -1.66613 0.88880
C -4.42864 -1.13698 1.00562
C -2.11672 0.61834 1.82155
C -2.94630 1.66312 2.24046
C -2.94209 2.07018 3.56388
C -2.11669 1.43965 4.48500
C -1.31260 0.38324 4.08296
C -1.31143 -0.02544 2.75698
P 0.41371 -0.76651 -0.12374
C 1.25882 -2.37918 0.15130
C 1.61361 -3.28192 -0.84831
C 2.28312 -4.45079 -0.52080
C 2.59480 -4.73796 0.80107
C 2.24617 -3.84560 1.80397
C 1.59857 -2.66505 1.47407
C 0.92026 -0.33854 -1.84624
C 2.23377 -0.55608 -2.26386
C 2.68262 -0.04921 -3.47468
C 1.84353 0.72721 -4.26091
C 0.54456 0.97582 -3.84669
C 0.07692 0.44895 -2.64606
H -0.19669 -7.16574 -1.90360
H -1.69976 -7.35827 -0.97835
H -0.43694 -6.21810 -0.42236
H -3.18471 -5.43572 -0.49403
H -3.61370 -4.18890 -1.66879
H -1.27262 -3.94161 0.30207
H -2.87778 -3.24462 0.54264
H -2.62861 -1.95676 -1.56750
H -1.00149 -2.58707 -1.76219
H -4.22641 0.45844 -1.97310
H -6.50432 -0.50410 -2.18958
H -7.44191 -1.86519 -0.35354
H -6.12138 -2.25049 1.69963
H -3.85221 -1.29724 1.90866
H -3.58552 2.16004 1.51667
H -3.58409 2.88303 3.87964
H -2.09937 1.77447 5.51443
H -0.69375 -0.13101 4.80829
H -0.69677 -0.85668 2.44279
H 1.37506 -3.07907 -1.88373
H 2.56166 -5.14274 -1.30567
H 3.11561 -5.65488 1.04699
H 2.49088 -4.05966 2.83649
H 1.36263 -1.94222 2.24731
H 2.91031 -1.11936 -1.63236
H 3.70063 -0.24245 -3.79012
H 2.20423 1.14426 -5.19262
H -0.11660 1.57661 -4.45766
H -0.97468 0.55046 -2.41169
C 3.47508 3.33650 1.06733
C 3.01513 2.24232 0.06926
C 2.85290 2.87745 -1.31807
C 1.72386 1.67360 0.57146
C 4.10214 1.15772 0.07359
C 4.98581 0.98716 -0.98783
C 5.99327 0.03272 -0.93615
C 6.13752 -0.78018 0.17727
C 5.26270 -0.62239 1.24197
C 4.26133 0.33426 1.18826
H 2.83004 4.21545 0.99975
H 4.49980 3.63204 0.84034
H 3.43938 2.96504 2.09249
H 1.94149 3.46750 -1.34833
H 2.77223 2.11732 -2.09058
H 3.69490 3.53323 -1.55284
H 1.75892 1.36213 1.61945
H 4.90951 1.60029 -1.87524
H 6.66845 -0.07642 -1.77603
H 6.92274 -1.52380 0.21742
H 5.35895 -1.24855 2.12039
H 3.59481 0.43582 2.03671

- energy (eV) = -83957.325
- multiplicity = 2
- LUMO energy (alpha / beta) (eV) = -0.501 / -0.236
- expectation value of S² = 0.80
- HOMO-LUMO gap (alpha / beta) (eV) = 5.9652 / 6.2190
- energy above the lowest of the compared OMol25 structures with the same formula, charge and spin (kcal/mol) = 67.8
- net charge = 0


Entry from the Open Molecules 2025 dataset: a structure of composition C42H49BF3FeN8O4S3 (ωB97M-V with the def2-TZVPD basis set).

Positions of all 111 atoms, in Å:
Fe 1.13979 -2.55909 0.95692
C 3.73486 3.10096 0.36532
C 2.24065 2.93947 0.07548
C 1.70151 3.41854 -1.08913
C 0.47101 2.87994 -1.58221
N -0.22695 2.06267 -0.88018
N 0.22157 1.73293 0.36775
B -0.65394 0.65441 1.00147
N -1.58951 -0.10090 0.01723
N -2.87034 0.41606 -0.03454
C -3.76182 -0.25124 -0.69580
C -3.44806 -1.38559 -1.46917
C -2.16378 -1.85669 -1.51285
C -1.82857 -3.11627 -2.27340
C -1.24207 -1.21505 -0.67914
S 0.42712 -1.63772 -0.84814
C -5.18040 0.25975 -0.64882
C -5.23193 1.61612 0.11809
C -5.68860 0.40340 -2.11573
C -6.01980 -0.79268 0.09192
N -1.09052 0.52060 2.41779
N -1.97097 1.41220 2.90305
C -2.39493 1.23829 4.12566
C -1.95183 0.08870 4.85465
C -0.91560 -0.75892 4.38918
C -0.41800 -1.96170 5.08542
C -0.45938 -0.44962 3.09264
S 1.05600 -0.97422 2.36206
C -3.33585 2.26619 4.76525
C -2.74380 2.59306 6.14175
C -3.45659 3.51775 3.90133
C -4.65312 1.49044 5.03594
C 1.41430 2.14087 0.96070
S 1.92935 1.74939 2.52227
C 0.00144 3.17114 -3.01114
C 1.22138 3.00495 -3.99451
C -1.06365 2.16040 -3.41308
C -0.63187 4.56778 -3.03744
H 4.24410 3.35104 -0.57175
H 4.15285 2.15924 0.69831
H 3.92872 3.77954 1.20568
H 2.21312 4.18372 -1.71673
H -4.19217 -1.89128 -2.08576
H -2.61170 -3.27406 -2.96776
H -1.82751 -3.99514 -1.61815
H -0.89967 -3.03093 -2.81699
H -4.53613 2.29087 -0.34852
H -4.87156 1.50356 1.12554
H -6.25496 2.01116 0.11726
H -5.00474 0.99998 -2.73828
H -6.65725 0.86318 -2.20296
H -5.73882 -0.59486 -2.52286
H -5.64995 -0.99736 1.09385
H -6.01836 -1.79284 -0.41572
H -7.04530 -0.47875 0.14781
H -2.44594 -0.06735 5.84059
H -1.26722 -2.42978 5.67933
H 0.50673 -1.85305 5.67034
H -0.22651 -2.70965 4.33040
H -1.78941 3.09619 6.09604
H -2.63540 1.71770 6.76402
H -3.38396 3.26932 6.71274
H -2.46647 3.87303 3.58640
H -4.01715 4.35533 4.38852
H -3.98217 3.28736 2.99718
H -4.51747 0.84460 5.91172
H -4.87297 0.87508 4.15243
H -5.49154 2.12797 5.25023
H 1.61371 1.97545 -3.85387
H 2.03912 3.71534 -3.82081
H 0.85655 3.07411 -5.01917
H -0.62199 1.16960 -3.51862
H -1.52261 2.47025 -4.36419
H -1.80240 2.13370 -2.62572
H 0.04400 5.39976 -2.90769
H -1.41835 4.64943 -2.23880
H -1.12366 4.74345 -4.00155
O 7.12429 1.21118 -2.83146
C 7.27611 -0.02164 -2.30886
O 8.39449 -0.53023 -2.26783
C 6.03775 -0.75439 -1.93957
C 4.99565 -0.03508 -1.32507
C 3.92612 -0.67202 -0.67416
C 3.90645 -2.07133 -0.58093
C 4.89442 -2.79612 -1.30981
C 5.97608 -2.19039 -1.92482
N 3.00922 -2.77830 0.30162
C 3.48396 -3.88441 0.82183
C 2.57405 -4.95792 1.19389
C 2.87817 -6.25441 1.46030
C 1.88240 -7.20287 1.66150
C 0.55765 -6.80246 1.52261
C 0.29406 -5.43924 1.37818
N 1.25085 -4.55146 1.13728
H 6.32523 1.37598 -3.37831
H 5.02220 1.05099 -1.30751
H 3.18733 -0.08863 -0.17433
H 4.87042 -3.89273 -1.21829
H 6.82928 -2.76531 -2.27846
H 4.51925 -3.99446 1.23082
H 3.90712 -6.54019 1.55360
H 2.14652 -8.22319 1.97945
H -0.32313 -7.45773 1.59386
H -0.71879 -5.00378 1.46123
F 4.63154 1.45127 -4.74644
C 4.74038 0.77791 -5.97848
F 6.03441 0.46927 -6.10862
F 4.46643 1.58552 -6.96396
C 3.74000 -0.43417 -5.92450
O 3.39771 -0.89206 -6.99866
O 3.48966 -0.83881 -4.73513

- energy (eV) = -140165.944
- multiplicity = 6
- LUMO energy (alpha / beta) (eV) = -6.471 / -8.574
- expectation value of S² = 8.79
- HOMO-LUMO gap (alpha / beta) (eV) = 5.9277 / 3.9040
- energy above the lowest of the compared OMol25 structures with the same formula, charge and spin (kcal/mol) = 0.0
- net charge = +2


Entry from the Open Molecules 2025 dataset: a structure of composition C42H50BaBrGeN5O2PSe3 (ωB97M-V with the def2-TZVPD basis set).

Positions of all 106 atoms, in Å:
Ba -0.37442 0.19904 0.28691
Br 0.12494 -4.57251 -8.11304
C -1.26059 -3.34459 -7.68357
C -2.05778 -3.58287 -6.57391
C -3.02876 -2.64961 -6.22427
C -3.22586 -1.50985 -7.00232
C -2.45905 -1.32568 -8.14372
C -1.45135 -2.22966 -8.47720
N -4.38109 -0.67125 -6.71531
N -4.50338 -0.09453 -5.61283
C -3.38900 0.08606 -4.69950
C -2.14089 0.49729 -5.06610
C -1.13315 0.76509 -4.11430
C -1.34020 0.53072 -2.76150
O -0.41044 0.69557 -1.83754
C -2.64220 0.05126 -2.37011
N -2.79683 -0.29010 -1.04671
C -3.97619 -0.72824 -0.65174
C -5.08361 -0.82869 -1.52438
C -4.92855 -0.52387 -2.84251
C -3.66874 -0.09194 -3.31753
H -1.95921 -4.50557 -6.00818
H -3.67142 -2.81889 -5.36084
H -2.64392 -0.45629 -8.77493
H -0.83817 -2.06791 -9.36026
H -1.94073 0.70231 -6.10659
H -0.17107 1.17375 -4.41944
H -4.06905 -1.01729 0.38516
H -6.03952 -1.16123 -1.13666
H -5.75527 -0.61078 -3.54285
Se -2.20666 0.64271 2.61933
P -2.03271 -1.50711 2.71328
Se -1.10185 -2.60301 1.07922
C -3.66264 -2.27859 2.98054
C -3.73694 -3.66858 3.14228
C -4.97139 -4.28417 3.31305
C -6.14009 -3.52124 3.31344
C -6.06960 -2.14475 3.15125
C -4.82875 -1.52014 2.98894
C -1.08044 -1.87881 4.22389
C -1.70775 -2.13504 5.44447
C -0.94123 -2.33864 6.59420
C 0.44405 -2.27554 6.53027
C 1.07066 -2.00692 5.31552
C 0.31083 -1.81108 4.16925
H -2.83015 -4.26117 3.12824
H -5.02467 -5.36224 3.44280
H -7.10660 -4.00644 3.43740
H -6.97819 -1.54833 3.15746
H -4.76430 -0.44178 2.87687
H -2.78908 -2.16851 5.50567
H -1.43271 -2.54586 7.54070
H 1.03816 -2.43488 7.42645
H 2.15347 -1.95539 5.26239
H 0.80057 -1.61592 3.22621
N 0.97328 -3.65653 -5.70590
C 0.14373 -3.32802 -4.47870
C 1.02383 -2.78521 -3.37842
N 0.25229 -2.31965 -2.24767
H 0.43789 -4.05995 -6.45483
H 1.73192 -4.28314 -5.48075
H 1.37833 -2.81953 -6.10156
H -0.37188 -4.23067 -4.17094
H -0.58707 -2.58904 -4.78416
H 1.59330 -1.93779 -3.78203
H 1.75039 -3.54393 -3.06221
H -0.30076 -3.02847 -1.78026
H -0.34197 -1.52948 -2.48191
C 2.71206 -3.31475 0.32983
C 3.40461 -1.98264 0.11288
O 2.80995 -0.93293 0.24708
C 4.86219 -1.92539 -0.27244
C 5.72961 -2.99755 -0.08763
C 7.06747 -2.88739 -0.45522
C 7.53589 -1.70853 -1.02626
C 6.66926 -0.63459 -1.21638
C 5.34111 -0.74402 -0.82976
H 1.63998 -3.16477 0.37655
H 3.03839 -3.75028 1.28645
H 2.97303 -4.02694 -0.45971
H 5.37638 -3.92074 0.36428
H 7.74548 -3.71987 -0.29142
H 8.57937 -1.62401 -1.31728
H 7.03330 0.28846 -1.65822
H 4.65240 0.08590 -0.95605
C 4.42504 5.98099 1.46962
Ge 4.35073 4.07197 1.17929
C 5.37519 3.14209 2.53053
C 4.98239 3.61031 -0.59757
C 2.47292 3.51212 1.26732
Se 2.22670 1.66763 1.87910
C 1.34655 2.09774 3.56751
H 5.46757 6.31851 1.42302
H 4.02304 6.23228 2.45778
H 3.85223 6.51766 0.70588
H 6.44849 3.26167 2.34064
H 5.12883 2.07848 2.52028
H 5.15020 3.54527 3.52577
H 6.07709 3.55412 -0.61963
H 4.65644 4.36284 -1.32505
H 4.57455 2.63444 -0.89561
H 2.01990 3.59765 0.28060
H 1.90886 4.14978 1.94859
H 1.99441 2.75783 4.14386
H 1.19494 1.16789 4.11240
H 0.38691 2.56629 3.38818

- energy (eV) = -388487.018
- LUMO energy (eV) = -2.715
- HOMO-LUMO gap (eV) = 7.0077
- energy above the lowest of the compared OMol25 structures with the same formula, charge and spin (kcal/mol) = 71.3
- net charge = +1